# 1
Computed, not measured: a single C5H8N4O4S molecule in a non-equilibrium geometry, with ωB97M-V/def2-TZVPD.

The geometry in XYZ format:
```
22
Properties=species:S:1:pos:R:3:forces:R:3
C -0.93607 -0.06021 0.27030 1.34 -1.14 -1.02
C -0.74752 0.95918 1.24712 -1.26 -0.94 -0.49
C 0.29149 -0.10464 -0.45362 -0.18 0.44 0.42
C -1.68079 1.32966 2.34738 -1.22 -0.53 -0.32
C 2.39263 1.31945 -0.34589 0.90 3.88 -0.18
N 0.36731 1.56415 0.98248 1.67 1.26 1.11
N 1.04845 0.90614 0.03634 -1.10 -0.11 -0.28
N 0.13878 -1.87921 -2.47749 -2.79 -2.16 -0.42
N -1.98731 -1.08407 0.13613 0.87 1.05 1.31
O -1.95287 -1.88894 -0.78211 -0.54 0.30 0.35
O -2.81412 -1.07285 1.02955 -0.09 -0.25 -0.56
O 2.37194 -1.23047 -1.70178 -1.41 0.11 -0.08
O 0.89029 -2.43654 -0.18287 -0.42 -2.03 0.74
S 1.02999 -1.53406 -1.24840 2.62 2.04 0.80
H -1.50909 2.30071 2.77111 0.13 0.62 -0.26
H -2.69170 1.21793 1.90523 0.37 0.54 0.49
H -1.72075 0.65762 3.21564 0.51 -0.28 -0.49
H 2.44104 2.11536 -1.23971 -0.72 -1.54 1.99
H 3.00303 1.83726 0.52716 -1.68 -1.48 -1.59
H 2.85710 0.48141 -0.76059 1.02 -1.15 -0.12
H 0.01691 -1.13833 -3.12716 0.18 0.60 -0.76
H -0.80873 -2.25957 -2.14882 1.81 0.77 -0.62
```
Positions in Å, forces in eV/Å.

## Properties
SMILES: Cc1nn(C)c(S(N)(=O)=O)c1[N+](=O)[O-]
DFT total energy: -30295.4782 eV
multiplicity: 1
energy above the lowest of the compared OMol25 structures with the same formula, charge and spin: 156.4 kJ/mol
orbital gap: 9.535 eV

=====

# 2
Computed, not measured: 2 unconnected molecules or ions with the total composition C8H16O2 in a non-equilibrium geometry, with ωB97M-V/def2-TZVPD.

The geometry in XYZ format:
```
26
Properties=species:S:1:pos:R:3:forces:R:3
C -1.19398 -0.70661 -0.75308 2.17 0.24 -0.19
C -0.89545 -0.34503 -2.19843 0.09 0.16 -0.28
C -2.56986 -0.22573 -0.33309 0.28 0.16 0.67
O -1.06178 -2.10997 -0.59540 -0.21 -0.52 0.33
H -1.91245 -2.54502 -0.75751 0.26 0.25 0.00
H -0.18374 -0.28998 -0.20775 -3.21 -1.11 -0.97
H -0.92908 0.73966 -2.33189 -0.04 -0.05 -0.07
H -1.60736 -0.82120 -2.87987 -0.06 0.11 0.05
H 0.10437 -0.69206 -2.47621 -0.11 0.01 0.08
H -2.81751 -0.56215 0.67867 0.15 0.19 0.02
H -2.64181 0.86311 -0.38809 -0.03 -0.11 0.07
H -3.34746 -0.65834 -0.97150 0.23 0.04 -0.25
C -0.14127 0.28469 2.35615 -0.85 -0.60 -0.44
C 2.38792 1.33496 -0.50727 0.05 0.18 -0.60
C 0.31302 0.90100 1.05430 2.93 2.06 0.56
C 1.74596 0.39146 0.46757 -0.87 0.69 1.17
C 2.44537 -0.62217 0.99351 -0.56 0.15 -0.17
O -0.07181 2.01977 0.71698 0.03 -1.91 0.09
H 0.22556 -0.72594 2.52152 0.10 0.08 -0.06
H -1.23283 0.22552 2.34405 0.06 0.14 0.12
H 0.15875 0.92940 3.18461 0.07 0.03 -0.21
H 2.42701 0.87523 -1.50040 0.06 0.10 0.03
H 1.86235 2.28671 -0.61188 -0.19 -0.28 0.14
H 3.41007 1.58791 -0.20896 -0.10 -0.25 -0.01
H 2.07489 -1.29023 1.75953 -0.17 0.04 -0.08
H 3.45112 -0.84497 0.64443 -0.10 0.18 0.00
```
Positions in Å, forces in eV/Å.

## Properties
SMILES: C=C(C)C(C)=O.CC(C)O
DFT total energy: -12648.7014 eV
multiplicity: 1
energy above the lowest of the compared OMol25 structures with the same formula, charge and spin: 258.6 kJ/mol
orbital gap: 10.107 eV

=====

# 3
Computed, not measured: a molecular structure, C28H51AsBF6N11Ti in a non-equilibrium geometry, with ωB97M-V/def2-TZVPD.

The geometry in XYZ format:
```
99
Properties=species:S:1:pos:R:3:forces:R:3
Ti -0.40595 0.01116 0.21586 -0.93 -0.82 0.49
C 4.83762 1.78383 1.52170 -0.70 0.79 0.16
C 3.82323 1.03324 0.73671 -1.06 -0.17 2.45
C 4.06616 0.25719 -0.36037 0.37 -1.56 -1.53
C 2.95625 -0.65696 -0.50883 -2.15 -0.43 0.12
N 1.94295 -0.25356 0.29099 1.95 -0.09 -0.56
N 2.56335 0.72437 1.17052 1.00 0.99 -2.26
B 1.56706 1.69319 1.89136 -0.51 0.91 1.89
N 0.76297 2.50472 0.82795 -0.62 -0.90 0.14
N -0.60145 2.25121 0.62081 -0.17 -0.39 -0.69
C -1.09903 3.27481 -0.13173 1.95 0.38 0.03
C 0.01494 4.12523 -0.48559 -1.24 -0.32 -0.45
C 1.11231 3.65382 0.18326 0.10 -0.38 0.62
C 2.46280 4.27054 0.32191 0.18 -0.71 -0.06
C -2.55251 3.62769 -0.41264 -0.55 -0.14 0.39
C -2.67774 5.16646 -0.47922 -0.47 1.10 -0.91
C -3.44516 3.09609 0.71646 -2.09 -0.51 0.38
C -3.03050 2.99196 -1.73450 0.19 -0.60 -0.28
N 0.69202 0.79868 2.83981 -1.06 -0.62 -0.14
N -0.40619 0.02529 2.39271 0.95 -0.93 -1.66
C -0.57948 -1.04402 3.28338 1.58 2.64 -0.18
C 0.37669 -0.89035 4.28536 -0.46 0.50 -0.39
C 1.10330 0.29483 4.02355 0.30 -0.54 0.05
C 2.17042 0.98236 4.83423 0.41 -1.56 1.00
C -1.74000 -1.96106 3.32230 -0.48 -1.26 0.94
C -1.37136 -3.31560 2.69311 0.58 -0.37 -1.60
C -2.07839 -2.17768 4.83947 -0.90 -0.37 0.86
C -2.96445 -1.39812 2.60030 -0.39 0.91 0.77
C 3.06200 -1.93270 -1.35131 -0.20 1.52 -0.16
C 3.29194 -1.53314 -2.88896 -0.14 -0.26 0.55
C 1.80020 -2.74865 -1.17550 -0.47 0.83 0.32
C 4.30795 -2.63629 -0.80466 -0.16 -0.14 0.87
H 5.53566 1.07827 2.00486 -0.27 0.32 -0.22
H 4.31053 2.39467 2.26439 0.42 -0.25 0.06
H 5.37487 2.47172 0.86694 0.21 -0.18 0.03
H 4.86224 0.22944 -1.09646 0.26 0.37 0.48
H 2.18959 2.44430 2.62149 -0.14 -0.37 -0.70
H -0.01582 4.93913 -1.22683 0.03 -0.27 0.98
H 2.34804 5.28810 -0.02592 0.49 0.20 -0.11
H 3.12370 3.68221 -0.34675 0.13 0.65 0.33
H 2.88051 4.27223 1.35917 -0.54 -0.07 -0.84
H -2.27333 5.71055 0.42787 -0.27 -0.75 -1.09
H -3.78015 5.52070 -0.59545 1.88 -0.89 0.11
H -2.11994 5.45894 -1.43062 -0.78 0.23 1.36
H -3.16274 3.43574 1.73051 0.20 -0.34 -0.55
H -3.52135 1.98340 0.65680 0.38 0.64 0.39
H -4.56254 3.40156 0.63507 1.93 -0.12 -0.32
H -2.44064 3.23516 -2.63660 -0.21 0.60 0.44
H -4.09105 3.27649 -1.88381 0.61 -0.37 -0.12
H -2.88893 1.89192 -1.67583 -0.63 0.62 0.16
H 0.35861 -1.54968 5.13732 0.53 0.42 0.22
H 3.17508 0.55673 4.63876 -0.46 0.06 -0.21
H 2.05254 0.78633 5.94262 -0.25 0.47 -1.29
H 2.22313 2.02177 4.58698 -0.13 0.59 0.27
H -0.60656 -3.94763 3.17530 -0.20 0.72 0.29
H -0.97945 -3.10614 1.65498 -0.56 -0.53 1.06
H -2.25076 -3.96353 2.60582 -0.02 0.26 0.02
H -1.29185 -2.74085 5.40206 -0.62 0.30 -0.73
H -3.06350 -2.72482 5.03167 1.35 0.56 -0.67
H -2.18697 -1.21462 5.36755 0.02 -0.24 -0.31
H -2.87452 -1.42076 1.51231 0.03 -0.28 0.08
H -3.20638 -0.36835 2.92263 0.44 -0.20 -0.23
H -3.85014 -1.93486 2.92973 0.00 -0.45 -0.37
H 2.59221 -0.71749 -3.12403 -0.01 -0.32 -0.23
H 3.08017 -2.41959 -3.55184 0.29 0.92 0.75
H 4.31162 -1.13789 -3.11018 -0.65 -0.51 0.31
H 0.96606 -2.13899 -1.54448 0.09 -0.44 -0.21
H 1.53283 -2.96542 -0.11580 0.59 -0.14 -0.80
H 1.91033 -3.62512 -1.78270 -0.23 -0.69 -0.07
H 5.18107 -2.03001 -1.05828 0.23 -0.61 -0.05
H 4.30244 -3.64017 -1.24325 0.51 0.24 -0.09
H 4.28866 -2.78472 0.30597 -0.12 0.18 -0.85
C -0.77848 -0.32601 -5.29487 0.06 -0.68 1.32
N -0.39935 0.44848 -4.09410 0.09 0.32 0.42
C 0.34267 1.71298 -4.26590 -0.65 0.48 -1.46
C -0.63654 -0.01443 -2.86620 0.61 0.65 -0.76
N 0.01226 0.41668 -1.79007 -0.18 -0.48 0.84
N -1.59322 -1.00842 -2.75487 -0.62 -0.05 0.28
C -2.44228 -1.02273 -1.64890 -1.07 -2.90 -1.43
N -3.39075 -2.02947 -1.64200 2.17 2.23 -0.44
N -2.31743 -0.13535 -0.71732 0.32 0.16 1.89
H -0.28775 -1.32444 -5.25015 -0.34 0.65 -0.28
H -0.45113 0.22912 -6.14015 0.15 0.16 -0.73
H -1.85932 -0.42352 -5.30560 -0.19 -0.06 -0.44
H 1.35247 1.57905 -3.92942 0.88 0.00 -0.48
H -0.04147 2.54765 -3.67386 -0.48 -0.37 0.18
H 0.22956 2.05303 -5.36160 0.62 -0.74 1.79
H 0.88630 0.90213 -1.95521 -0.31 0.27 -0.40
H -1.96921 -1.38171 -3.63829 0.22 0.21 0.85
H -3.30759 -2.85350 -2.22581 -0.13 0.04 0.03
H -3.96974 -2.03934 -0.83613 -0.68 -0.44 0.43
H -3.00742 -0.32845 0.02509 0.29 0.44 -0.29
F -0.46912 -1.82050 0.13094 -0.16 2.07 0.17
As -2.20655 -6.13484 -1.19872 -0.41 -1.87 -1.10
F -3.38466 -5.50993 -0.14506 0.70 -0.19 -0.29
F -1.63041 -7.29084 -0.04258 -0.44 1.38 -0.48
F -2.38483 -7.45680 -2.28003 0.14 1.10 0.71
F -0.72641 -5.28646 -1.20557 -1.06 -0.11 -0.17
F -2.96483 -5.16962 -2.50405 1.10 -0.11 1.39
```
Positions in Å, forces in eV/Å.

## Properties
⟨S²⟩: 0.77
DFT total energy: -147169.8169 eV
multiplicity: 2
orbital gap (alpha / beta): 6.681 / 4.640 eV
total charge: +3

=====

# 4
Computed, not measured: a molecular structure, C17H21N2O2PtSeSi in a non-equilibrium geometry, with ωB97M-V/def2-TZVPD.

The geometry in XYZ format:
```
45
Properties=species:S:1:pos:R:3:forces:R:3
Pt -1.55543 0.14063 0.44225 -0.25 -0.04 0.12
C 1.68451 2.83022 2.77379 -0.05 -0.12 -0.18
Si 0.19411 1.81480 2.16216 -0.31 0.15 0.44
C -0.43686 0.94997 3.71775 -0.01 0.19 -0.17
C -1.02809 3.13722 1.55233 0.10 -0.22 0.09
N 0.40924 0.66047 0.89307 -0.15 -0.78 -0.39
C 1.55171 0.20494 0.27599 0.10 -0.09 -0.06
C 2.81513 0.72500 0.63100 -0.03 -0.07 0.00
C 3.99391 0.34858 0.01548 0.02 0.06 0.06
C 3.98491 -0.59176 -0.99809 0.14 -0.09 -0.14
C 2.77556 -1.16288 -1.36353 -0.01 0.02 0.12
C 1.59208 -0.78653 -0.75291 0.01 0.35 0.30
O 0.41689 -1.43987 -1.07475 -0.26 -0.07 0.08
C 0.19975 -1.89465 -2.34582 -0.02 0.05 -0.04
C 0.44056 -1.11044 -3.46912 -0.01 0.08 0.07
C 0.14513 -1.61003 -4.72641 0.02 -0.01 0.05
C -0.39390 -2.88095 -4.87150 0.00 -0.05 -0.12
C -0.65118 -3.64980 -3.74571 0.03 0.03 -0.02
C -0.35557 -3.16085 -2.48321 0.02 0.08 0.13
H 1.31580 3.58945 3.46823 -0.08 -0.01 0.02
H 2.20495 3.34590 1.96320 -0.02 0.04 0.05
H 2.40734 2.21085 3.31019 0.00 0.05 0.02
H -0.68665 1.68445 4.48965 0.03 0.00 0.01
H 0.32661 0.28123 4.12395 0.05 0.02 -0.05
H -1.32525 0.34861 3.52924 -0.03 0.03 -0.02
H -1.46560 3.69228 2.38675 0.00 -0.01 0.01
H -1.84898 2.69147 0.98111 -0.06 0.05 0.05
H -0.52866 3.85496 0.89561 0.05 -0.04 0.00
H 2.84556 1.45119 1.42960 0.11 -0.14 -0.17
H 4.92893 0.78632 0.34517 -0.01 0.04 -0.01
H 4.89993 -0.89392 -1.49147 0.00 -0.02 0.02
H 2.74800 -1.93066 -2.12572 -0.04 0.00 -0.03
H 0.84104 -0.11247 -3.34764 0.05 -0.02 0.03
H 0.33352 -0.99608 -5.59841 -0.01 -0.01 0.00
H -0.61154 -3.26470 -5.86049 -0.03 -0.01 0.03
H -1.07765 -4.63957 -3.84714 -0.02 0.00 -0.01
H -0.56041 -3.73362 -1.58779 0.02 -0.01 -0.01
C -4.40443 0.86283 0.44257 -0.23 0.00 0.12
O -3.31983 0.62166 -0.39408 0.53 -0.57 0.35
H -5.15619 1.45393 -0.10292 0.03 -0.06 -0.01
H -4.15085 1.43342 1.35103 0.04 -0.04 -0.04
H -4.89040 -0.06840 0.77182 0.03 0.04 0.00
Se -1.97998 -2.10411 1.48266 0.83 0.95 -1.27
C -2.98594 -1.65443 2.91246 -0.62 0.27 0.61
N -3.64179 -1.43467 3.83964 0.06 0.00 -0.03
```
Positions in Å, forces in eV/Å.

## Properties
DFT total energy: -101517.2973 eV
multiplicity: 1
orbital gap (alpha / beta): 6.414 / 6.414 eV
total charge: -1